C18H44N10OS2Tl as an isolated structure. Source: the OMol25 dataset; level of theory: ωB97M-V/def2-TZVPD.

Total charge = +3
Spin multiplicity = 1

CARTESIAN COORDINATES (ANGSTROEM)
Tl  0.5446  1.5429  -1.5791
N  2.6168  2.0551  -0.5421
C  3.7487  1.7335  -1.4206
C  3.4052  0.6529  -2.4426
N  2.1879  0.9923  -3.1988
C  2.3208  2.0647  -4.2045
C  2.0051  3.4620  -3.6513
N  0.7175  3.4439  -2.9472
H  2.6428  3.0202  -0.2258
H  2.5773  1.4619  0.2860
H  4.6120  1.3894  -0.8514
H  4.0496  2.6460  -1.9301
H  3.2410  -0.3191  -1.9763
H  4.2691  0.5653  -3.1044
H  1.7238  0.1686  -3.5560
H  1.6475  1.8392  -5.0317
H  3.3393  2.0736  -4.5962
H  1.9922  4.1455  -4.5001
H  2.7729  3.8097  -2.9648
H  -0.0754  3.4409  -3.5841
H  0.5566  4.2109  -2.3012
C  -4.5397  4.2034  -3.8822
C  -4.2423  3.8187  -2.4277
C  -3.3735  2.6040  -2.3485
N  -2.0892  2.6211  -2.3711
N  -1.5461  1.3386  -2.3781
C  -2.4609  0.3796  -2.3483
N  -2.1852  -0.9339  -2.3284
S  -4.0569  1.0014  -2.3244
H  -5.1670  5.0920  -3.9057
H  -5.0708  3.4070  -4.4046
H  -3.6197  4.4190  -4.4248
H  -5.1778  3.6219  -1.9015
H  -3.7283  4.6282  -1.9094
H  -1.2589  -1.2447  -2.5686
H  -2.9232  -1.6026  -2.4870
N  -1.5119  4.5053  0.9525
C  -1.2239  3.2374  0.6547
N  -2.0516  2.2613  1.0494
O  -0.1711  2.9676  0.0018
H  -2.2730  4.7548  1.5628
H  -0.8433  5.2209  0.7224
H  -2.8579  2.4427  1.6242
H  -1.7348  1.3086  0.9611
C  -1.7408  -2.2146  4.6983
C  -0.8030  -1.2922  5.4753
C  0.6871  -1.4885  5.1939
C  1.1745  -0.9960  3.8377
N  0.7291  -1.8991  2.7629
C  0.4608  -1.5949  1.5133
S  0.6616  0.0586  0.9776
N  0.0140  -2.5355  0.6844
C  -0.1624  -3.9542  1.0404
C  1.1325  -4.7572  1.0247
C  0.9017  -6.1971  1.4748
C  2.1937  -7.0044  1.5071
H  -2.7654  -2.1114  5.0545
H  -1.4595  -3.2631  4.8311
H  -1.7544  -1.9941  3.6273
H  -0.9603  -1.4569  6.5414
H  -1.0684  -0.2473  5.2862
H  0.9494  -2.5477  5.3026
H  1.2689  -0.9536  5.9455
H  2.2648  -0.9514  3.8174
H  0.7905  0.0013  3.6255
H  0.6671  -2.8748  3.0203
H  -0.0752  -2.2718  -0.2793
H  -0.8754  -4.3643  0.3264
H  -0.6513  -4.0020  2.0170
H  1.8801  -4.2860  1.6728
H  1.5484  -4.7462  0.0127
H  0.1841  -6.6746  0.8019
H  0.4376  -6.1990  2.4661
H  2.6462  -7.0611  0.5157
H  2.0124  -8.0219  1.8479
H  2.9231  -6.5507  2.1807

Cartesian forces (eV/Å) of the 6 atoms listed first:
0.1693 0.0332 0.6819
-0.2036 -0.0548 0.0253
0.1877 -0.0853 0.1007
0.0844 0.0407 -0.0978
-0.3231 -0.0986 0.4172
-0.0527 0.0598 0.0460


A 3-piece molecular cluster, C18H44NO12P2S overall in a non-equilibrium geometry. Source: the OMol25 dataset; level of theory: ωB97M-V/def2-TZVPD.

Total charge = +1
Spin multiplicity = 1

CARTESIAN COORDINATES (ANGSTROEM)
C  1.9865  -0.8889  1.1541
C  2.2427  -0.4451  -0.3077
C  1.0675  -0.7038  -1.2622
C  -0.2190  0.0695  -0.9340
O  -0.2889  1.3563  -1.6084
N  -0.6020  2.3726  -0.6857
C  -1.0785  3.5033  -1.5089
C  -1.4975  4.7162  -0.6382
C  -0.6417  4.7679  0.6621
C  0.7718  4.1850  0.4858
C  1.6606  4.9787  -0.4917
C  3.1504  4.5277  -0.4325
C  3.5784  3.6901  -1.6498
S  5.2084  2.9453  -1.4158
O  5.3396  1.9057  -2.4070
O  6.2035  3.9824  -1.5149
O  5.2932  2.2264  0.0251
C  0.6353  2.6937  0.0919
H  2.3553  -1.9047  1.3064
H  2.6001  -0.2466  1.8030
H  0.9473  -0.7861  1.4798
H  3.0849  -1.0431  -0.6746
H  2.6002  0.5918  -0.3046
H  1.3884  -0.3638  -2.2582
H  0.8156  -1.7640  -1.3329
H  -1.0565  -0.5132  -1.3347
H  -0.4020  0.1364  0.1435
H  -1.3721  2.0685  -0.0747
H  -1.9533  3.2066  -2.0905
H  -0.3134  3.8339  -2.2097
H  -2.5561  4.6398  -0.3744
H  -1.3561  5.6585  -1.1721
H  -1.1768  4.1739  1.4177
H  -0.5822  5.7862  1.0537
H  1.2710  4.1952  1.4614
H  1.2976  4.9780  -1.5245
H  1.6246  6.0240  -0.1591
H  3.7912  5.4141  -0.4068
H  3.2868  4.0074  0.5250
H  3.6831  4.2926  -2.5561
H  2.8850  2.8801  -1.9004
H  4.8043  2.7144  0.7035
H  0.6842  2.0431  0.9697
H  1.4752  2.4206  -0.5440
C  -6.8332  -0.3864  1.1913
O  -5.5187  0.2319  1.1666
P  -4.4325  -0.1716  -0.0471
O  -3.2296  -0.5018  0.7679
O  -4.3659  1.3818  -0.5891
C  -5.5813  2.0275  -0.9950
O  -3.9354  -0.8081  -1.5102
C  -4.7798  -0.6843  -2.6741
H  -7.0261  -0.7451  2.1999
H  -7.5890  0.3547  0.9281
H  -6.9090  -1.2280  0.5026
H  -5.9688  2.6314  -0.1738
H  -6.3455  1.3098  -1.3003
H  -5.3618  2.6763  -1.8413
H  -4.6114  0.2816  -3.1535
H  -5.8344  -0.7919  -2.4233
H  -4.5113  -1.4735  -3.3722
C  -0.2564  -6.9384  3.0298
O  0.0577  -6.3664  1.7368
P  1.5006  -5.5018  1.5300
O  0.9061  -4.2891  0.8870
O  1.9660  -6.6096  0.4117
C  2.1316  -7.9758  0.8056
O  3.0730  -4.9094  1.6178
C  4.1215  -5.7385  2.1541
H  -1.2814  -6.6752  3.2857
H  -0.1731  -8.0253  2.9780
H  0.4025  -6.5725  3.8182
H  1.2283  -8.5392  0.5670
H  2.3422  -8.0758  1.8736
H  2.9679  -8.3942  0.2491
H  4.5171  -6.3868  1.3707
H  3.7736  -6.3430  2.9913
H  4.9199  -5.0898  2.5079

Cartesian forces (eV/Å) of the 6 atoms listed first:
0.7470 0.5552 -0.1205
-0.0433 -0.8633 0.4471
0.2500 1.3500 -0.0805
-0.3132 -1.9218 -0.3908
-0.1244 0.0119 0.6038
0.4051 0.2967 -0.7472


C18H45F6K4N3O24P3S6 as an isolated structure in a non-equilibrium geometry. Source: the OMol25 dataset; level of theory: ωB97M-V/def2-TZVPD.

Total charge = +1
Spin multiplicity = 1

CARTESIAN COORDINATES (ANGSTROEM)
K  -0.0056  -3.2892  -2.3554
K  -1.0102  2.9178  -1.0456
K  -0.4508  -4.5602  0.4856
K  -4.1001  -0.8791  3.1410
N  -2.0858  3.5439  1.4175
S  -1.5539  3.4251  3.0183
O  -1.2474  2.1039  3.4737
O  -2.0204  4.4042  3.9587
F  -0.0788  3.9597  2.6826
S  -3.3314  2.7933  1.7569
O  -4.2995  3.1769  2.7640
O  -3.2244  1.3938  1.4028
F  -4.2239  3.3524  0.5313
N  0.0820  1.0207  -5.0132
S  1.1017  0.5819  -3.7292
O  1.4964  -0.8012  -3.6772
O  0.8660  1.3185  -2.5025
F  2.3354  1.3125  -4.4068
S  -1.2249  0.6496  -4.2692
O  -1.7709  1.6801  -3.3995
O  -1.4041  -0.7498  -3.8976
F  -2.1383  0.7288  -5.5646
N  -1.3223  -2.0649  -0.2781
S  -2.7455  -1.6094  -0.6645
O  -2.9109  -0.4489  -1.5141
O  -3.7382  -1.6782  0.3826
F  -3.0572  -2.7850  -1.7045
S  -0.9465  -0.7648  0.7080
O  -1.5583  -0.6942  2.0084
O  -0.4666  0.3952  0.0374
F  0.5061  -1.4085  1.0401
C  -5.3644  1.6937  -2.3528
C  -6.2113  0.6979  -1.5415
O  -6.7950  1.4732  -0.4807
P  -7.3930  0.7424  0.8071
O  -6.3850  0.3013  1.7733
O  -8.2327  -0.4306  0.1310
C  -8.9515  -1.3992  0.8850
C  -8.1984  -2.7374  1.0085
O  -8.5669  1.7514  1.2487
C  -8.1593  3.0018  1.9027
C  -7.5961  4.0111  0.9152
H  -4.8524  1.2496  -3.2051
H  -6.0284  2.4918  -2.6910
H  -4.6032  2.1917  -1.7536
H  -6.9995  0.1964  -2.0990
H  -5.5279  -0.0324  -1.1009
H  -9.1301  -0.9895  1.8826
H  -9.8841  -1.5443  0.3411
H  -8.7555  -3.3348  1.7306
H  -8.1882  -3.2059  0.0270
H  -7.2023  -2.5661  1.4139
H  -9.1048  3.3745  2.2897
H  -7.4224  2.7707  2.6714
H  -7.5695  5.0225  1.3123
H  -6.6049  3.6934  0.5964
H  -8.1604  3.9651  -0.0185
C  5.8328  -6.2050  -2.0904
C  4.4125  -5.8486  -1.6920
O  4.4011  -5.1936  -0.4274
P  3.7519  -3.7210  -0.4173
O  2.2927  -3.7494  -0.6517
O  4.6140  -2.9233  -1.5126
C  4.0740  -1.6255  -1.8690
C  4.9180  -1.1579  -3.0454
O  4.2785  -3.1199  0.9772
C  3.3122  -2.8357  2.0008
C  3.4591  -3.8608  3.1236
H  6.2613  -5.2461  -2.3967
H  6.4383  -6.5681  -1.2616
H  5.9190  -6.8831  -2.9365
H  3.9943  -5.2806  -2.5291
H  3.7871  -6.7474  -1.6735
H  3.0168  -1.6693  -2.1426
H  4.1018  -0.9402  -1.0191
H  5.8836  -0.8775  -2.6192
H  5.1820  -1.9215  -3.7781
H  4.4564  -0.3324  -3.5822
H  3.5157  -1.8317  2.3627
H  2.2802  -2.8914  1.6551
H  2.8627  -4.7713  3.0110
H  4.4978  -4.1687  3.2358
H  3.1083  -3.4943  4.0915
C  6.2440  -0.2452  2.4513
C  6.8094  0.2745  1.1362
O  6.3871  1.6087  0.8264
P  4.9324  1.9467  0.1854
O  4.7329  1.3507  -1.1421
O  3.9335  1.4676  1.3275
C  2.4961  1.6231  1.1756
C  1.9405  1.0937  2.4793
O  4.9567  3.5173  0.2849
C  5.6696  4.2830  -0.6832
C  5.7658  5.7472  -0.2117
H  6.4115  -1.3256  2.4944
H  6.7180  0.2483  3.2978
H  5.1661  -0.1494  2.5287
H  7.8964  0.3446  1.1534
H  6.5459  -0.3861  0.3029
H  2.3546  2.7051  1.1167
H  2.1946  1.0940  0.2704
H  2.0992  0.0269  2.6478
H  2.3562  1.6528  3.3149
H  0.8508  1.1774  2.5068
H  6.7022  3.9259  -0.7098
H  5.2406  4.2396  -1.6829
H  6.4123  5.8153  0.6596
H  6.1966  6.3331  -1.0220
H  4.7504  6.0817  -0.0020

Cartesian forces (eV/Å) of the 6 atoms listed first:
0.4970 1.0137 -1.0129
-0.0341 -0.3618 -0.3591
0.3845 0.0006 0.5466
-0.2687 0.7929 -0.6685
3.1432 1.6815 3.4680
4.7726 3.0520 1.7342


Let's list gap between HOMO and LUMO in order: 0.2686; 0.2930; 0.2812 Eh.
Let's list M in order: 685.1; 560.6; 1243.3 g mol⁻¹.